C4H3NO in the gas phase in a non-equilibrium geometry, computed with ωB97M-V/def2-TZVPD.

The geometry in XYZ format:
```
9
Properties=species:S:1:pos:R:3:mulliken_charge:R:1
O -1.813 0.832 -0.491 -0.453
C -0.173 -0.639 -0.060 -0.598
C 1.135 -0.166 -0.168 -0.279
C 2.318 0.004 -0.350 0.304
C -1.257 0.011 0.556 0.425
N -1.319 -0.353 1.741 -0.461
H -1.835 1.736 -0.165 0.318
H -0.419 -1.561 -0.556 0.343
H 3.363 0.137 -0.508 0.401
```

Output
highest occupied orbital energy (alpha / beta): -9.755 / -8.848 eV
M: 81.1 g mol⁻¹
F_max: 0.0459 hartree/bohr
frontier orbital gap (alpha / beta): 8.82 / 7.93 eV
ΔE to the lowest compared entry with this formula, charge and spin: 425.4 kJ/mol
DFT total energy: -7728.3346 eV

A gas-phase ion, C5H8N (charge +1) in a non-equilibrium geometry, computed with ωB97M-V/def2-TZVPD.

The geometry in XYZ format:
```
14
Properties=species:S:1:pos:R:3:mulliken_charge:R:1
C 1.792 1.048 -0.062 0.435
C 0.732 1.633 0.251 -0.676
C 2.382 -0.167 -0.274 -0.645
C 0.248 -0.777 0.379 -1.016
C -0.333 0.663 0.564 0.512
N -1.508 0.869 -0.371 -0.385
H 2.577 -0.519 -1.274 0.322
H 2.956 -0.620 0.519 0.304
H -0.222 -1.374 -0.390 0.359
H 0.427 -1.320 1.292 0.314
H -0.713 0.777 1.584 0.371
H -1.907 1.801 -0.203 0.368
H -2.238 0.159 -0.226 0.359
H -1.177 0.832 -1.347 0.378
```

Output
highest occupied orbital energy (alpha / beta): -12.873 / -13.239 eV
M: 82.1 g mol⁻¹
F_max: 0.0422 hartree/bohr
total charge: +1
frontier orbital gap (alpha / beta): 7.39 / 8.30 eV
ΔE to the lowest compared entry with this formula, charge and spin: 613.6 kJ/mol
DFT total energy: -6791.7287 eV

A molecular structure, C3H10N3S in a non-equilibrium geometry, computed with ωB97M-V/def2-TZVPD.

The geometry in XYZ format:
```
17
Properties=species:S:1:pos:R:3:mulliken_charge:R:1
C -0.279 -0.089 1.416 -0.509
C 1.872 -0.880 0.533 -0.141
C -1.122 1.998 0.309 -0.791
N 0.604 -0.675 0.369 0.297
N -1.384 0.593 0.627 -0.143
N -0.026 -0.983 -0.749 -0.378
S -1.793 -0.571 -0.563 0.087
H -0.777 -0.957 1.932 0.321
H 0.353 0.534 2.087 0.365
H 0.262 -1.120 -3.589 0.057
H 2.463 -1.244 -0.347 0.289
H 2.319 -0.712 1.538 0.260
H -0.898 2.542 1.248 0.368
H -0.413 2.341 -0.500 0.291
H -2.085 2.301 -0.006 0.326
H -0.124 -1.927 -1.050 0.344
H 1.029 -1.151 -3.257 -0.043
```

Output
highest occupied orbital energy (alpha / beta): -13.296 / -13.296 eV
M: 120.2 g mol⁻¹
F_max: 0.0668 hartree/bohr
total charge: +1
frontier orbital gap (alpha / beta): 8.41 / 8.40 eV
ΔE to the lowest compared entry with this formula, charge and spin: 512.2 kJ/mol
DFT total energy: -18567.5647 eV

Q: Which value of F_max does entry 3 give?
A: 0.0668 hartree/bohr

Q: Number 1 is which compound?
A: C4H3NO

What did the third record say?
A molecular structure, C3H10N3S in a non-equilibrium geometry, computed with ωB97M-V/def2-TZVPD.

The geometry in XYZ format:
```
17
Properties=species:S:1:pos:R:3:mulliken_charge:R:1
C -0.279 -0.089 1.416 -0.509
C 1.872 -0.880 0.533 -0.141
C -1.122 1.998 0.309 -0.791
N 0.604 -0.675 0.369 0.297
N -1.384 0.593 0.627 -0.143
N -0.026 -0.983 -0.749 -0.378
S -1.793 -0.571 -0.563 0.087
H -0.777 -0.957 1.932 0.321
H 0.353 0.534 2.087 0.365
H 0.262 -1.120 -3.589 0.057
H 2.463 -1.244 -0.347 0.289
H 2.319 -0.712 1.538 0.260
H -0.898 2.542 1.248 0.368
H -0.413 2.341 -0.500 0.291
H -2.085 2.301 -0.006 0.326
H -0.124 -1.927 -1.050 0.344
H 1.029 -1.151 -3.257 -0.043
```

Output
highest occupied orbital energy (alpha / beta): -13.296 / -13.296 eV
M: 120.2 g mol⁻¹
F_max: 0.0668 hartree/bohr
total charge: +1
frontier orbital gap (alpha / beta): 8.41 / 8.40 eV
ΔE to the lowest compared entry with this formula, charge and spin: 512.2 kJ/mol
DFT total energy: -18567.5647 eV

Q: DFT total energy of number 3 (C3H10N3S)?
A: -18567.5647 eV